No. 1
Here is a molecular structure, C15H34O6SSi from OMol25. Energies are from ωB97M-V with the def2-TZVPD basis set.

Each line ends with the Mulliken charge.
CARTESIAN COORDINATES (ANGSTROEM)
1 C -0.36 2.17 -2.15  -0.3526
2 H -2.28 -3.86 -1.37  0.2167
3 H 4.46 0.50 -3.34  0.3240
4 H -1.03 1.32 -2.04  0.0505
5 H 1.43 5.29 0.29  0.2933
6 C -1.73 -4.10 3.67  -0.4258
7 H 2.90 4.33 2.39  0.3322
8 O 4.47 2.05 -1.56  -0.5338
9 C -0.42 4.04 2.52  -0.3664
10 C 1.26 4.44 0.95  -0.2299
11 H -1.10 3.20 2.63  0.2535
12 H 2.72 -0.42 -2.32  0.3460
13 C 0.92 3.81 3.19  -0.5426
14 H -2.36 -1.58 -3.39  0.2804
15 H 0.34 -4.63 1.61  0.2531
16 C 1.86 4.64 2.33  -0.5584
17 C -0.05 -3.73 2.08  -0.1436
18 C 1.71 -0.05 -2.13  -0.5313
19 H 0.11 -2.88 1.41  0.1319
20 H 1.67 3.54 0.47  0.0974
21 C -3.54 -2.19 -0.88  -0.5520
22 H -2.78 -0.29 -0.13  0.2788
23 C -2.84 -3.08 -1.89  -0.5451
24 O -1.54 -1.13 -1.56  -0.2149
25 O -1.47 -3.91 2.27  -0.3762
26 O 4.06 1.18 -3.89  -0.4423
27 H -3.99 -2.74 -0.05  0.3295
28 C 0.88 1.34 -4.80  -1.0459
29 C -2.42 -1.27 -0.44  -0.1652
30 H -0.07 2.59 -1.18  -0.1119
31 H 0.49 -2.46 3.74  0.2662
32 H 1.59 -3.82 3.52  0.3518
33 H -0.37 -4.03 5.39  0.3362
34 O -0.15 4.25 1.13  -0.4147
35 H -4.33 -1.61 -1.38  0.2839
36 S 4.02 2.52 -2.89  0.6042
37 H -3.51 -3.56 -2.60  0.3548
38 H 1.79 5.69 2.62  0.2719
39 H 0.92 4.09 4.25  0.3453
40 H -2.21 -3.20 4.05  0.2742
41 H 0.12 2.07 -5.10  0.3142
42 Si 1.28 1.60 -2.96  0.6997
43 H 1.56 0.00 -1.05  0.2160
44 C 0.55 -3.51 3.46  -0.6176
45 H 1.75 1.33 -5.46  0.2940
46 H -0.78 2.99 -2.75  0.3149
47 H 1.20 2.75 3.13  0.2388
48 H -2.41 -4.94 3.80  0.2491
49 H -0.91 4.94 2.91  0.2546
50 C -1.88 -2.10 -2.55  -0.4840
51 H -1.85 -1.71 0.39  -0.0470
52 O 2.41 2.88 -2.66  -0.4082
53 H 1.01 -0.79 -2.52  -0.0349
54 C -0.38 -4.33 4.34  -0.5453
55 H -0.11 -5.39 4.28  0.2599
56 H -0.97 -2.58 -2.92  0.2722
57 H 0.38 0.36 -4.86  0.3008

Calculated values
HOMO level: -9.3 eV
LUMO: 0.625 eV
HOMO-LUMO gap: 0.3660 Ha
Total energy: -47104.434 eV

***

No. 2
Here is a molecular structure, C15H35AgClN5O5 from OMol25. Energies are from ωB97M-V with the def2-TZVPD basis set.

Each line ends with the Mulliken charge.
CARTESIAN COORDINATES (ANGSTROEM)
1 O 9.39 2.96 22.90  -0.7392
2 H 7.56 3.48 25.31  0.2275
3 H 11.46 0.25 22.60  0.3272
4 O 10.88 4.65 18.52  -0.4853
5 C 9.56 1.13 17.41  -1.3453
6 C 8.45 7.26 19.51  -0.9339
7 H 11.65 6.87 19.67  0.0179
8 H 6.01 4.27 23.77  0.3873
9 C 9.71 6.91 23.09  -0.6288
10 H 10.46 2.61 25.41  0.3855
11 O 13.64 -0.49 21.37  -0.6268
12 H 11.99 8.13 18.49  0.3144
13 H 7.60 2.50 16.73  0.2225
14 C 8.70 6.67 20.83  0.5382
15 C 13.32 0.63 21.60  0.5132
16 N 12.46 6.20 17.78  -0.1531
17 H 12.40 3.28 16.90  0.2190
18 C 10.06 3.57 25.11  -1.0963
19 H 5.81 3.21 18.53  0.3327
20 C 12.34 7.17 18.88  -0.6389
21 H 9.06 6.75 18.77  0.0299
22 H 9.24 5.96 23.34  0.0234
23 H 10.00 0.31 17.97  0.2996
24 H 8.87 0.59 16.75  0.4478
25 N 9.26 7.40 21.81  -0.1217
26 C 15.61 1.36 21.49  -0.9418
27 C 11.97 4.20 16.51  -0.8976
28 C 11.71 5.06 17.71  0.5134
29 H 11.03 4.02 16.01  0.1820
30 H 10.79 6.84 23.13  0.2533
31 Cl 12.64 4.71 22.02  -0.3899
32 H 13.28 7.32 19.43  0.3181
33 O 9.17 2.21 19.44  -0.7576
34 H 11.23 0.88 21.02  -0.0043
35 H 7.16 3.84 19.38  -0.0879
36 H 10.25 1.61 16.71  0.2541
37 C 9.04 3.27 24.03  0.6465
38 H 9.43 7.74 23.75  0.3919
39 H 15.90 0.54 22.13  0.2890
40 H 12.68 4.68 15.83  0.4136
41 H 10.92 4.14 24.76  0.2220
42 H 13.08 6.45 17.02  0.2381
43 H 7.40 7.15 19.23  0.3207
44 C 11.89 0.95 21.89  -0.0926
45 C 8.74 2.03 18.30  0.8561
46 H 9.53 4.06 25.94  0.4067
47 C 6.80 3.63 18.38  -0.4960
48 H 11.76 1.96 22.26  -0.2017
49 H 15.82 1.15 20.44  0.2884
50 H 6.83 3.67 22.37  0.1223
51 N 7.73 2.67 17.72  -0.1609
52 N 7.78 3.42 24.32  -0.2046
53 H 8.75 8.29 19.34  0.4191
54 N 14.18 1.65 21.62  0.0135
55 H 16.23 2.23 21.72  0.3534
56 Ag 10.27 3.80 20.81  1.6266
57 H 13.76 2.52 21.89  0.0834
58 H 9.42 8.37 21.55  0.2392
59 C 6.62 3.44 23.41  -0.8056
60 H 6.69 4.60 17.89  0.2992
61 O 8.37 5.50 20.89  -0.5726
62 H 5.96 2.57 23.50  0.3456

Calculated values
HOMO level (spin up / spin down): -11.2 / -11.2 eV
Expectation value of S²: 0.76
LUMO (spin up / spin down): -2.091 / -7.092 eV
Net charge: +1
HOMO-LUMO gap (spin up / spin down): 0.3348 / 0.1495 Ha
Total energy: -50327.632 eV
Multiplicity: 2